(1)
Density functional theory data (ωB97M-V/def2-TZVPD) for a structure of composition C12H15BBeF10N6O4S2.

Geometry as XYZ:
```
51
Properties=species:S:1:pos:R:3:lowdin_charge:R:1
Be -0.464 0.033 -0.605 0.91
B -2.846 0.644 -2.741 -1.55
F -2.427 -0.568 -2.537 0.19
F -2.451 1.357 -1.650 0.13
F -2.358 1.184 -3.918 0.12
F -4.194 0.628 -2.967 0.14
C 2.370 -2.801 1.288 -0.67
F 2.931 -2.506 0.127 0.13
F 1.429 -3.699 1.030 0.12
F 3.248 -3.374 2.079 0.17
S 1.414 -1.304 2.142 0.68
O 0.079 -1.827 2.338 -0.32
O 2.155 -0.844 3.278 -0.28
N 1.464 -0.129 0.809 -0.32
S 2.964 0.444 0.849 0.61
O 4.025 -0.490 1.235 -0.29
O 3.302 1.126 -0.414 -0.33
C 2.888 1.876 2.180 -0.69
F 3.698 1.708 3.224 0.14
F 3.205 2.980 1.607 0.17
F 1.683 2.087 2.698 0.12
C 3.412 0.628 -3.804 -0.04
C 2.197 0.205 -3.111 -0.22
N 1.246 -0.097 -2.515 0.17
H 3.318 1.441 -4.524 0.09
H 3.779 -0.310 -4.219 0.09
H 4.171 0.888 -3.066 0.08
C 2.078 4.762 -1.686 -0.04
C 1.227 3.558 -1.390 -0.22
N 0.561 2.661 -1.127 0.17
H 1.701 5.158 -2.629 0.08
H 3.125 4.512 -1.861 0.08
H 2.073 5.451 -0.841 0.08
C -2.777 1.299 3.748 -0.06
C -2.337 1.588 2.375 -0.23
N -1.917 1.791 1.287 0.16
H -2.390 0.345 4.108 0.09
H -3.849 1.260 3.940 0.08
H -2.366 2.097 4.366 0.09
C -4.801 -1.251 1.553 -0.04
C -3.542 -1.250 0.937 -0.22
N -2.463 -1.197 0.436 0.20
H -5.451 -0.639 0.927 0.11
H -4.658 -0.749 2.509 0.08
H -5.157 -2.280 1.591 0.10
C -1.798 -4.807 -1.094 -0.04
C -1.091 -3.544 -1.301 -0.24
N -0.541 -2.559 -1.555 0.16
H -2.754 -4.740 -0.576 0.08
H -1.248 -5.488 -0.445 0.08
H -1.859 -5.255 -2.086 0.09
```

Calculated values
* HOMO energy: -10.39 eV

=====

(2)
Density functional theory data (ωB97M-V/def2-TZVPD) for the molecule C12H15ClN2OS.

Geometry as XYZ:
```
32
Properties=species:S:1:pos:R:3:lowdin_charge:R:1
S -2.411 1.745 1.002 0.62
C -1.186 0.601 0.826 -0.69
N -1.301 -0.612 0.180 0.06
C -0.464 -1.404 -0.261 -0.51
C 0.564 -0.923 -0.859 0.00
C 1.626 -1.794 -1.194 -0.03
C 1.353 -3.135 -1.052 -0.19
C 0.163 -3.575 -0.868 -0.74
C -0.737 -2.645 -0.329 -0.02
H -1.714 -3.098 0.157 0.18
Cl -0.002 -5.237 -0.792 0.75
H 2.161 -3.787 -1.770 0.18
H 2.406 -1.504 -1.743 0.07
H 1.093 0.120 -0.861 0.16
H -2.407 -0.677 0.017 0.20
N 0.038 1.029 1.575 -0.03
H 0.600 0.222 1.422 0.10
C 0.467 2.326 1.851 -0.14
H -0.320 2.864 1.658 -0.01
H 1.051 2.317 2.828 0.16
C 1.454 2.855 0.610 -0.44
C 1.780 4.416 0.828 0.00
H 2.711 4.608 0.268 0.14
C 0.579 4.798 -0.039 -0.05
H -0.349 5.039 0.124 0.04
C 0.213 3.451 -1.106 -0.04
H 0.273 3.687 -2.059 0.07
H -0.713 3.190 -1.104 0.03
O 1.055 2.544 -0.490 -0.05
H 0.707 5.590 -0.708 0.08
H 1.655 4.726 1.621 -0.03
H 2.375 2.322 0.716 0.14
```

Calculated values
* HOMO energy: -8.19 eV
* SMILES: S=C(NC[C@@H]1CCCO1)Nc1cccc(Cl)c1

=====

Relative energy (zero: lowest compared OMol25 entry of this formula, charge and spin) (kcal per mole)
77.6; 0.0
Max |F| (eV Å⁻¹)
7.58; 17.77
Lowest unoccupied orbital energy (eV)
-1.7; 0.4